# C40H45BrCaF4N2OPSi

C40H45BrCaF4N2OPSi as an isolated structure (ωB97M-V with the def2-TZVPD basis set, the OMol25 dataset).

Structure (XYZ):
```
96
Properties=species:S:1:pos:R:3
C -2.8498 -0.6045 5.8440
C -0.9843 -0.3194 -4.6111
F -0.0103 -3.9717 3.7550
H 2.4595 4.7515 -1.2401
H 4.8564 1.7785 0.6863
H 1.3911 3.8900 1.4316
H -3.4903 -0.4161 6.6967
H 1.4168 -3.5196 -0.0188
H -0.6330 3.4521 0.3536
H -3.7138 0.8042 1.6680
C 1.7328 -3.3176 -1.0426
F -2.0237 -4.9021 -1.2321
H -3.6007 0.7651 -3.1557
H 1.3667 0.6756 3.3758
C 2.4077 -2.2029 -3.5366
H -1.0325 -0.4609 6.9731
C 0.1739 0.5594 -4.2300
H 2.7354 -3.2440 -3.4478
C -1.4722 -0.6245 5.9966
C -5.0822 2.2856 -2.9015
C 2.2140 1.6759 -4.7279
C 1.0617 -2.0661 -1.5394
C 2.0220 -0.1719 3.2095
H -0.9499 1.5157 2.8805
O 1.1432 -1.9781 -2.9551
H 3.1679 -1.5585 -3.0744
C -1.3176 -3.3573 0.4160
H 3.7892 4.6654 -0.0799
H 3.2421 2.4949 -3.0444
C 4.0882 1.3319 0.0482
H -5.5001 2.1767 -3.9045
C 1.3654 1.5681 -2.4687
H -4.5067 0.5886 -0.6349
C 3.3627 -0.0645 3.5418
C -0.9445 -5.6994 0.6975
H 3.7412 0.8610 3.9587
C -0.6733 -3.0476 1.6544
C -1.9475 2.7159 -1.1611
C 2.3763 -2.4152 2.4471
P -0.2373 -1.3782 2.0970
N 1.3981 1.7471 -1.1382
H -1.5322 0.0861 -5.4641
H -5.1487 3.3387 -2.6171
H -1.1429 3.2646 2.7635
H -1.6657 -0.4354 -3.7690
C -1.6503 2.3111 2.6162
C -2.5774 -1.0815 3.5052
C 1.1054 0.9532 -5.1739
C -2.8224 2.6003 -3.9194
C -2.1250 2.1651 1.1956
H 1.4561 -4.1965 -1.6469
H 2.3317 -1.9461 -4.5952
H 2.0025 -3.3349 2.0193
C 1.5076 -1.3491 2.6625
H 0.4256 -0.9057 5.0499
C -1.4955 2.8310 0.1498
F -0.2308 -6.4959 2.8283
C -3.2134 1.3526 0.8788
C -1.4283 -4.6375 -0.0459
H 4.5484 1.0698 -0.9084
H -3.0105 -1.2832 2.5311
H 3.9968 4.0171 -1.7045
H -5.7042 1.7136 -2.2132
C -3.0524 1.9313 -1.4731
H 4.3830 -3.1442 2.5881
C 3.7223 -2.3060 2.7703
C -3.6633 1.2376 -0.4260
C 2.3640 1.9743 -3.3977
C 1.8838 2.9141 1.4612
C -0.6459 -0.8693 4.9065
C -0.3674 -4.1698 2.4603
C -0.4604 -5.4465 2.0009
C -3.6210 1.8251 -2.8779
H 5.2710 -1.0487 3.5639
Br -2.5318 -2.0283 -0.3905
N 0.2721 0.8985 -2.9436
H -3.2449 2.4319 -4.9117
C 3.2832 4.1256 -0.8863
H -2.4822 2.2422 3.3182
F -0.6055 -6.8741 0.0879
H -0.6150 -1.3128 -4.8680
H -4.4782 -0.8496 4.4641
H -1.7757 2.2997 -3.9397
C 4.2196 -1.1338 3.3190
Si 2.6285 2.4840 -0.2144
H 2.8341 -3.2669 -1.0382
C -1.1888 -1.0879 3.6451
H 1.1391 2.1747 1.7605
H 2.9778 1.9841 -5.4339
Ca -0.1297 -0.1066 -0.7530
H -1.4126 3.2439 -1.9382
H 3.7553 0.4013 0.5163
H 0.9882 0.6734 -6.2121
H -2.8657 3.6743 -3.7187
H 2.6516 2.9528 2.2389
C -3.4025 -0.8446 4.5927
```

Output
- 2S+1 = 1
- frontier orbital gap (spin up / spin down) (eV) = 5.15 / 4.98
- total charge = -1
- DFT total energy (eV) = -163757.672
- ΔE to the lowest compared entry with this formula, charge and spin (kJ/mol) = 171.54

# C4H6N2O

The molecule C4H6N2O (ωB97M-V with the def2-TZVPD basis set, the OMol25 dataset).

Structure (XYZ):
```
13
Properties=species:S:1:pos:R:3
H -0.7220 1.6749 -0.1689
H -1.6282 -2.7597 0.2491
C -1.0255 -1.1137 -0.3668
C -0.4328 -0.3096 0.7529
C -0.1433 0.7525 -0.2925
H 0.1869 0.3463 2.3582
H 1.7550 1.6873 0.1435
N -0.2605 -0.4939 1.9841
H 1.4195 1.4680 -1.5846
N -1.5690 -2.2157 -0.6095
C 1.3163 1.0098 -0.5975
H 1.8759 0.0694 -0.5895
O -0.7723 -0.1155 -1.2786
```

Output
- 2S+1 = 1
- frontier orbital gap (eV) = 10.56
- DFT total energy (eV) = -9271.575
- ΔE to the lowest compared entry with this formula, charge and spin (kJ/mol) = 185.88
- SMILES = [H]/N=C1/O[C@H](C)/C1=N\[H]

# C5H12N4O3

The molecule C5H12N4O3 (ωB97M-V with the def2-TZVPD basis set, the OMol25 dataset).

Structure (XYZ):
```
24
Properties=species:S:1:pos:R:3
O -0.2959 -1.4475 0.2374
C 0.1007 1.3601 -1.1124
H -3.2778 1.8214 1.7342
H -0.2100 -0.3096 0.3887
H 2.0789 -0.1992 0.2889
C 1.4764 -2.7654 0.3631
H 1.0803 0.5901 -2.5994
H -2.3951 0.5762 2.0793
H -1.2481 3.6468 -0.6696
H 2.4045 -2.4042 1.0686
N -2.3946 1.5282 1.6238
H 2.6110 -0.6798 -1.4089
H 0.7022 -1.8302 -1.6555
O -0.3053 2.4045 -1.7374
C -1.5581 1.9335 0.5449
N 0.9904 0.3555 -1.4981
O 0.5452 -3.6754 1.2766
H 0.0269 -2.9423 1.6927
C 0.9007 -1.6342 -0.4987
N -2.0084 3.1252 -0.0008
H -2.4970 3.6600 0.8550
H 2.0808 -3.5606 -0.4218
N -0.5849 1.0219 0.1104
C 1.7772 -0.5750 -0.6610
```

Output
- 2S+1 = 1
- frontier orbital gap (eV) = 9.51
- DFT total energy (eV) = -17478.258
- ΔE to the lowest compared entry with this formula, charge and spin (kJ/mol) = 474.62
- SMILES = NC(N)=NC(=O)NC[C@H](O)CO